{
  "formula": "C4H4INO",
  "method": "the ωB97M-V functional and the def2-TZVPD basis",
  "species": ["C", "C", "C", "N", "H", "H", "H", "O", "C", "I", "H"],
  "coordinates": [[-0.33572, 0.85577, 1.20277], [-1.00629, 0.09902, 0.35698], [-1.22833, -1.02033, -0.18260], [-1.68122, -1.65733, -1.15008], [-0.23817, 0.55591, 2.26889], [-0.15389, 1.80224, 0.98518], [-1.90688, -2.64674, -1.05816], [1.11448, -2.22970, -1.91986], [1.48640, -1.33285, -1.26244], [2.63080, -1.75886, 0.52050], [1.47400, -0.28485, -1.25098]],
  "atomic_forces_ev_per_a": [[-1.950, -3.829, 2.003], [2.291, 1.371, 1.668], [-2.618, -1.519, -2.604], [0.315, -0.330, 0.519], [0.341, 0.052, -0.854], [1.035, 4.244, -0.939], [0.279, 0.084, 0.321], [-0.200, 0.770, -0.558], [0.927, -2.362, 0.887], [0.284, -0.134, 0.496], [-0.703, 1.654, -0.940]],
  "energy_ev": -15846.8004,
  "orbital_gap_ev": 8.52
}